# 1
# C2H4FNO

2 unconnected molecules or ions with the total composition C2H4FNO (ωB97M-V/def2-TZVPD, the OMol25 dataset).

As for the energy relative to the best compared isomer or geometry (same formula, charge and spin): 348.1 kJ/mol. The HOMO energy (alpha / beta) comes out at -9.4757 / -9.4712 eV. The total energy is -8390.6400 eV. The calculation puts the LUMO energy (alpha / beta) at -0.05 / -0.05 eV. The calculation puts the gap between HOMO and LUMO (alpha / beta) at 0.3463 / 0.3462 Eh.

```
9
Properties=species:S:1:pos:R:3:mulliken_charge:R:1
N 0.067 1.012 -0.451 -0.515
H -0.209 0.543 -1.263 0.259
F 2.648 0.583 -0.825 -0.142
H 0.806 0.426 1.540 0.260
H 0.962 -0.772 0.274 0.250
C 1.976 1.538 -1.362 0.536
H -0.749 -0.230 0.930 0.278
C 0.313 0.046 0.588 -0.590
O 2.248 2.408 -2.093 -0.335
```

# 2
# C2H4FNO2

2 unconnected molecules or ions with the total composition C2H4FNO2 (ωB97M-V/def2-TZVPD, the OMol25 dataset).

As for the energy relative to the best compared isomer or geometry (same formula, charge and spin): 676.8 kJ/mol. The HOMO energy (alpha / beta) comes out at -10.4063 / -8.9645 eV. The total energy is -10434.5234 eV. The calculation puts the LUMO energy (alpha / beta) at -0.12 / -2.08 eV. The calculation puts the gap between HOMO and LUMO (alpha / beta) at 0.3778 / 0.2529 Eh.

```
10
Properties=species:S:1:pos:R:3:mulliken_charge:R:1
O 1.927 -1.197 -0.180 -0.542
N 1.733 0.009 -0.047 0.864
C 0.705 0.576 -0.748 -0.649
O 2.414 0.744 0.663 -0.542
H 0.241 0.001 -1.529 0.421
C -1.797 -0.468 0.636 -0.417
F -2.680 0.223 -0.034 -0.191
H -1.585 -1.463 0.292 0.352
H 0.521 1.628 -0.630 0.363
H -1.478 -0.053 1.578 0.341
```

# 3
# C2H4FNOS

2 unconnected molecules or ions with the total composition C2H4FNOS (ωB97M-V/def2-TZVPD, the OMol25 dataset).

As for the energy relative to the best compared isomer or geometry (same formula, charge and spin): 148.8 kJ/mol. The HOMO energy comes out at -9.7019 eV. The total energy is -19227.0949 eV. The SMILES is CN=C=O.FS. The calculation puts the LUMO energy at -0.12 eV. The calculation puts the gap between HOMO and LUMO at 0.3523 Eh.

```
10
Properties=species:S:1:pos:R:3:mulliken_charge:R:1
S 0.288 4.014 1.065 0.048
N -0.611 -1.005 -0.171 -0.228
C -0.280 -2.432 0.024 -0.579
H 0.663 -2.495 -0.477 0.272
O -0.758 0.770 -1.653 -0.471
F 1.976 4.038 1.122 -0.263
C -0.546 -0.184 -1.003 0.506
H -1.054 -3.090 -0.496 0.263
H -0.058 -2.372 1.167 0.248
H 0.380 2.755 0.423 0.205
```

# 4
# C2H4FPS

2 unconnected molecules or ions with the total composition C2H4FPS (ωB97M-V/def2-TZVPD, the OMol25 dataset).

As for the energy relative to the best compared isomer or geometry (same formula, charge and spin): 138.9 kJ/mol. The HOMO energy (alpha / beta) comes out at -9.2548 / -9.2546 eV. The total energy is -24977.5200 eV. The calculation puts the LUMO energy (alpha / beta) at -0.95 / -0.95 eV. The calculation puts the gap between HOMO and LUMO (alpha / beta) at 0.3050 / 0.3050 Eh.

```
9
Properties=species:S:1:pos:R:3:mulliken_charge:R:1
C 0.373 0.351 0.417 -0.887
C -2.469 0.310 0.258 0.235
F -2.341 1.655 0.560 -0.214
H -1.270 -1.360 -1.344 0.069
H 1.255 -0.179 0.286 0.361
P -1.045 -0.826 0.476 0.032
S -3.943 -0.307 -0.232 -0.172
H 0.246 0.975 -0.469 0.297
H 0.589 0.814 1.479 0.280
```

# 5
# C2H4FPS

A single C2H4FPS molecule (ωB97M-V/def2-TZVPD, the OMol25 dataset).

As for the energy relative to the best compared isomer or geometry (same formula, charge and spin): 234.0 kJ/mol. The HOMO energy (alpha / beta) comes out at -8.3215 / -8.5664 eV. The total energy is -24976.5345 eV. The SMILES is C/C=S(\F)#P. The calculation puts the LUMO energy (alpha / beta) at -1.28 / -0.76 eV. The calculation puts the gap between HOMO and LUMO (alpha / beta) at 0.2587 / 0.2869 Eh.

```
9
Properties=species:S:1:pos:R:3:mulliken_charge:R:1
S -0.164 1.508 0.968 0.148
C 0.160 0.566 -0.491 -0.335
C -0.147 -0.872 -0.590 -0.724
H 0.690 1.093 -1.264 0.462
P 1.682 1.107 1.649 0.000
H -0.031 -1.378 0.368 0.298
H -1.202 -0.986 -0.861 0.243
F -1.455 0.322 1.564 -0.430
H 0.466 -1.360 -1.342 0.338
```

# 6
# C2H4FPS

A single C2H4FPS molecule (ωB97M-V/def2-TZVPD, the OMol25 dataset).

Its multiplicity is 3. As for the energy relative to the best compared isomer or geometry (same formula, charge and spin): 0.0 kJ/mol. The HOMO energy (alpha / beta) comes out at -6.7427 / -10.3403 eV. The total energy is -24977.8064 eV. As for the expectation value of S²: 2.009. The calculation puts the LUMO energy (alpha / beta) at 0.75 / -1.48 eV. The calculation puts the gap between HOMO and LUMO (alpha / beta) at 0.2753 / 0.3258 Eh.

```
9
Properties=species:S:1:pos:R:3:mulliken_charge:R:1
H -1.238 0.636 0.200 0.275
F 0.471 0.521 -2.179 -0.264
C 0.468 -0.214 0.816 -0.076
C -0.866 -0.386 0.313 -0.914
H -0.695 -1.025 -0.561 0.258
H -1.625 -1.097 0.842 0.299
P 1.074 1.813 -1.295 0.227
S 1.676 0.726 0.363 -0.168
H 0.736 -0.973 1.501 0.364
```

# 7
# C2H4I2

2 unconnected molecules or ions with the total composition C2H4I2 (ωB97M-V/def2-TZVPD, the OMol25 dataset).

As for the energy relative to the best compared isomer or geometry (same formula, charge and spin): 206.0 kJ/mol. The HOMO energy comes out at -9.2232 eV. The total energy is -18337.8711 eV. The calculation puts the LUMO energy at -0.16 eV. The calculation puts the gap between HOMO and LUMO at 0.3331 Eh.

```
8
Properties=species:S:1:pos:R:3:mulliken_charge:R:1
H 0.395 -0.067 1.469 0.359
I -1.637 -1.591 -0.052 0.072
H 1.445 0.794 0.213 0.346
H -0.015 -0.002 -1.841 0.346
C -0.455 0.177 -0.397 -0.486
I -1.647 1.848 -0.075 0.169
C 0.787 -0.028 0.365 -1.140
H 1.128 -1.131 0.320 0.333
```

# 8
# C2H4I2N2O

A single C2H4I2N2O molecule (ωB97M-V/def2-TZVPD, the OMol25 dataset).

As for the energy relative to the best compared isomer or geometry (same formula, charge and spin): 123.3 kJ/mol. The HOMO energy comes out at -8.9499 eV. The total energy is -23365.0969 eV. The SMILES is O=CC(NI)NI. The calculation puts the LUMO energy at -0.62 eV. The calculation puts the gap between HOMO and LUMO at 0.3061 Eh.

```
11
Properties=species:S:1:pos:R:3:mulliken_charge:R:1
I 2.781 1.374 -0.158 0.126
C -1.343 0.506 0.390 -0.069
N 1.057 0.862 0.660 -0.567
O -1.683 1.595 0.656 -0.394
H 0.043 0.596 -1.115 0.301
H -1.994 -0.305 0.103 0.068
H 1.216 0.393 1.611 0.351
N 0.141 -1.295 -0.151 -0.812
I -1.304 -2.284 -1.258 0.117
C 0.008 0.169 -0.102 0.510
H 1.078 -1.610 -0.636 0.368
```